[1]
51
Properties=species:S:1:pos:R:3:forces:R:3:lowdin_charge:R:1 method="wB97M-V/def2-TZVPD" energy_ha=-2363.16522 orbital_gap_ev=5.878 lumo_ev=-11.74 total_charge=+3
H -0.866159 4.403183 0.156627 0.00 -0.38 -0.14 0.125
H -2.497652 2.272753 3.300858 -0.06 0.09 -0.21 0.080
H 0.955173 -3.293599 -2.675352 0.14 0.24 0.32 0.090
H 0.161616 3.006020 3.456337 0.09 0.17 -0.18 0.077
C -2.608789 2.534954 2.240071 -0.32 -0.57 0.06 -0.194
H -1.767037 -3.343608 0.568273 -0.13 0.07 -0.14 0.091
H 2.625993 -1.642744 -0.031444 -0.55 -0.21 -0.93 0.073
N 0.383317 1.623498 -1.164870 0.17 -0.43 0.47 0.006
C 0.146605 3.395387 2.430007 0.67 -0.58 0.28 -0.193
H 3.502339 -2.661026 -3.288001 -0.07 0.08 0.31 0.087
C -0.138583 2.883869 -1.195874 -0.06 0.37 -0.37 -0.281
C -1.088045 3.357334 -0.116090 -0.40 -0.37 -0.28 -0.235
H 0.288765 -3.049568 -1.036627 0.06 0.10 -0.34 0.062
C 0.182592 3.773042 -2.203473 0.07 0.17 0.04 0.038
H 6.093348 2.416245 0.616268 0.40 -0.08 0.38 0.032
O 1.127567 -0.557234 0.993645 -2.36 1.64 -0.17 -0.335
H 2.121098 -0.306880 -3.205904 0.07 0.09 0.26 0.122
C 1.327624 1.271539 -2.081651 -0.18 0.11 -0.08 -0.231
H -3.874383 -0.952948 -1.609899 -0.14 -0.10 0.13 0.101
H -2.128879 3.361511 -0.483825 0.29 -0.13 0.05 0.131
H -3.021044 3.550051 2.155823 0.31 -0.17 -0.02 0.091
H 1.494831 -0.418480 1.885448 0.09 -0.23 -0.16 0.074
C -2.914445 -1.535276 0.225694 -1.13 -1.03 0.38 -0.452
C -4.107490 -1.008015 -0.540213 0.10 0.29 -0.34 -0.023
H -0.163193 4.450419 2.443333 -0.18 -0.37 -0.10 0.091
C 1.663252 2.148840 -3.102198 0.27 -0.40 -0.13 0.017
C 3.668961 -2.479504 -2.217002 -0.12 0.30 -0.10 -0.178
H 0.008225 -1.837572 -2.335030 0.26 -0.12 0.25 0.069
H 3.203029 0.298391 -2.009548 0.41 0.44 0.01 0.106
H -3.313928 1.825704 1.784653 0.09 0.23 0.13 0.058
C 1.095200 3.407237 -3.184429 -0.25 -0.03 -0.08 0.057
H -3.437140 -3.622334 0.066935 0.18 0.24 -0.06 0.114
C -2.564396 -2.976301 -0.090309 0.32 -0.09 -0.20 -0.030
H 1.353811 4.069125 -4.007633 -0.06 -0.02 0.20 0.152
H 2.389561 1.793664 -3.837142 -0.21 0.39 0.17 0.150
P 2.253794 -1.685612 -1.412152 0.54 -0.16 -0.36 0.963
H -4.384099 -0.003845 -0.200193 -0.02 -0.18 -0.03 0.083
P -0.989446 2.379486 1.444378 -0.96 2.43 0.88 0.856
H -3.128693 -1.471622 1.298973 0.26 0.22 -0.04 0.155
C 0.737962 -2.539029 -1.902467 -0.46 -0.35 0.54 -0.176
H -2.247098 -3.065783 -1.137961 -0.17 -0.08 0.19 0.089
H 3.852947 -3.434970 -1.709966 -0.06 0.15 -0.07 0.087
Ti -0.385872 0.341234 0.334172 0.97 -3.40 -0.64 1.115
O -1.778816 -0.687624 -0.042609 2.26 2.30 0.75 -0.273
H 4.548164 -1.838016 -2.095426 -0.03 -0.16 0.03 0.077
H 6.405115 1.032707 1.172676 0.22 -0.30 0.02 0.017
H 1.160232 3.329660 2.011126 -0.18 0.08 0.18 0.071
C 2.173300 -0.003049 -2.142956 0.07 -0.65 -0.35 -0.222
O 6.474356 1.962999 1.387045 -0.60 0.39 -0.42 -0.049
H -0.288739 4.753202 -2.190816 0.18 -0.13 -0.09 0.151
H -4.964612 -1.674316 -0.397383 0.18 0.14 0.00 0.113

***

[2]
55
Properties=species:S:1:pos:R:3:forces:R:3:lowdin_charge:R:1 method="wB97M-V/def2-TZVPD" energy_ha=-1610.98901 orbital_gap_ev=9.962 smiles="CCN[C@H]1C[C@](O)(COC)S(=O)(=O)O[C@@H]1[C@H](C)F.COC[C@@H](C)N" lumo_ev=0.54 total_charge=0
C -0.127848 -0.843828 -1.873283 0.10 0.31 -0.50 -0.317
H -5.049604 -2.740492 0.746481 -0.04 -0.12 -0.01 0.092
C 3.986635 1.639764 0.752170 -0.08 0.13 -0.09 -0.208
S -3.328764 1.280845 -2.079498 -0.27 0.18 -0.15 0.687
C -4.483745 -0.451639 -0.353186 -0.10 0.16 0.07 -0.178
C 0.349071 -0.663729 -3.315121 -0.11 -0.08 0.27 0.001
H -0.265017 1.311778 1.144544 0.29 0.14 -0.14 0.113
H 6.669830 1.153722 0.593775 -0.01 0.00 0.01 0.078
H 4.976739 0.713102 2.890482 0.03 0.00 -0.01 0.091
H 6.742571 0.479662 -1.036682 -0.03 -0.03 -0.02 0.076
H 1.020864 -2.364257 2.005291 0.05 -0.02 0.05 0.068
H 3.638603 -0.384926 3.281216 -0.01 0.02 0.00 0.084
O 3.403960 0.615067 1.532059 0.01 -0.07 0.11 -0.206
O -2.665709 2.547157 -2.113430 0.12 0.03 0.10 -0.237
H 4.804978 -0.843257 2.036449 0.08 0.04 0.01 0.077
C -3.841220 0.933797 -0.366459 0.33 -0.27 -0.18 -0.511
H -2.887151 0.763767 1.505333 0.11 0.11 0.09 0.137
H 4.947069 2.025194 -1.095242 -0.03 0.04 0.02 0.135
O -2.256068 0.122829 -2.266021 -0.03 0.12 0.22 -0.175
O -4.385689 0.996137 -2.991129 0.08 -0.12 0.04 -0.226
N 4.004439 0.185909 -1.268089 -0.10 0.09 0.05 0.043
C -1.438717 0.092792 0.069092 -0.09 0.23 -0.20 -0.293
H -1.777257 -0.930502 0.222796 0.16 -0.12 0.07 0.141
O -4.774099 1.915831 -0.026882 -0.10 -0.06 -0.33 0.040
H -0.090926 -2.171366 0.666866 0.01 -0.03 0.00 0.055
C 6.133497 0.544023 -0.135891 0.06 0.03 -0.01 -0.069
C 0.044687 -1.973668 1.729806 -0.20 0.09 -0.09 -0.067
H -5.314001 -0.456317 -1.065117 -0.06 0.00 0.01 0.138
C 4.772062 1.145539 -0.468554 0.03 -0.14 0.03 -0.432
H -6.009294 -2.012268 2.059735 0.07 0.01 0.09 0.089
H 3.151959 0.630623 -1.596687 0.04 0.01 -0.05 0.060
C -0.070000 -0.476431 2.035059 0.49 0.05 0.08 -0.249
H -0.201524 0.133141 -3.807827 0.00 -0.01 -0.15 0.083
H 6.042394 -0.466499 0.262237 -0.04 0.00 0.03 0.065
H -6.551971 -1.844560 0.387670 -0.01 -0.04 -0.09 0.093
H 1.415738 -0.450039 -3.347625 0.01 0.09 -0.01 0.072
H 3.686181 -0.552868 -0.646444 0.04 -0.04 -0.02 0.068
H 3.145838 2.236798 0.389302 -0.03 -0.03 0.02 0.121
H 0.185375 -1.593905 -3.853000 -0.04 -0.01 -0.07 0.089
H -0.862085 -0.280219 2.767136 -0.19 -0.10 -0.08 0.106
C -1.085546 0.240393 -1.413728 0.20 -0.18 -0.03 -0.238
F -0.794383 -2.065081 -1.751306 0.01 -0.19 0.13 -0.009
H -3.758971 -1.211008 -0.657793 0.00 -0.09 -0.10 0.134
C 4.261669 -0.001694 2.472851 -0.11 -0.04 -0.02 -0.104
H -4.559850 2.245128 0.844950 0.00 0.16 0.29 0.108
O -4.932322 -0.688937 0.958799 0.05 0.00 0.08 -0.163
H -0.716958 -2.538199 2.264653 0.03 -0.11 0.01 0.073
H 0.857019 -0.153435 2.510248 -0.02 0.12 -0.01 0.094
H -2.245518 2.066164 0.452106 0.08 0.02 0.07 0.135
C -2.574251 1.024528 0.490650 -0.39 -0.06 -0.07 -0.072
N -0.211117 0.351674 0.826687 -0.46 -0.28 0.25 -0.010
H 0.721860 -0.856724 -1.194737 -0.05 -0.07 0.19 0.130
C -5.672392 -1.889748 1.035068 0.01 0.09 0.00 -0.090
H 4.602292 2.293505 1.384613 0.07 -0.05 -0.02 0.121
H -0.633334 1.216726 -1.594394 0.08 0.06 0.04 0.159

***

[3]
57
Properties=species:S:1:pos:R:3:forces:R:3:lowdin_charge:R:1 method="wB97M-V/def2-TZVPD" energy_ha=-1943.27469 orbital_gap_ev=6.305 e_above_lowest_kj_mol=380.04 lumo_ev=2.26 total_charge=-1
H 4.543126 0.841301 -1.169499 1.73 0.37 2.02 0.087
H -4.537662 0.753008 -5.818241 -0.05 -0.25 0.14 0.097
H -1.276950 -4.814528 1.257902 0.16 0.05 -0.01 0.070
H 0.448259 -2.282360 1.175352 -0.18 0.08 0.30 0.103
H -3.848016 -0.609014 -6.722228 0.14 -0.05 0.35 0.092
O -1.904854 -2.777766 4.651248 0.55 -0.35 -0.53 -0.009
H 0.748303 -0.173559 -1.789352 -0.34 -0.09 2.17 0.159
H 0.980584 3.734465 2.200305 1.31 -0.25 -1.81 0.117
C 5.153432 2.628323 0.152191 -0.59 -0.31 -0.83 -0.729
H 4.749201 0.421049 0.666981 1.23 1.11 -1.91 0.079
H 2.591767 2.767714 1.980967 -1.52 0.96 -0.62 0.097
H 0.842195 -3.718705 2.116338 -0.29 0.02 0.10 0.128
C 0.011657 -3.126402 1.715662 0.38 -0.30 -0.77 -0.203
O 2.465832 4.352915 0.563241 -1.69 -2.24 1.29 -0.385
P 2.664798 3.750828 -1.091348 -0.83 0.51 -3.17 0.402
H -1.689068 -3.338913 0.395992 0.23 0.05 -0.05 0.072
C -3.798899 -0.161130 -3.510348 -0.38 0.11 0.63 -0.548
H -5.258990 -0.934980 -1.186282 0.12 0.10 0.09 0.070
O 0.340400 -0.435808 -0.891294 -3.21 -0.27 -5.57 -0.107
H 1.416283 0.472990 2.002904 -1.33 0.44 -2.20 0.143
C -1.137161 -3.443967 3.754703 0.23 -0.43 -0.65 -0.550
O 2.245943 2.108969 -0.661223 -2.43 -0.44 3.11 -0.378
C -4.315449 -1.101613 -0.658647 -0.27 -0.12 -0.21 -0.069
O -4.799945 0.505206 -3.289172 1.41 -0.89 -0.46 0.101
O -0.845227 -4.630256 3.804795 -0.42 1.66 0.13 0.099
I 7.259645 3.305296 0.449752 -0.29 -0.15 0.28 0.580
C 0.793734 0.694134 1.008824 1.17 0.62 0.27 -0.092
H 5.000669 3.138090 -2.064605 -1.03 0.77 1.92 0.085
H -1.654870 -4.175341 6.184695 -0.16 0.02 -0.24 0.095
H -4.472967 -0.882361 0.401540 0.10 -0.02 -0.11 0.080
H -2.930959 -2.964154 6.413886 0.16 0.10 -0.33 0.092
O -2.911600 -0.597584 -2.582919 -0.55 0.41 -1.11 0.029
H 5.054262 4.640435 -0.915010 -1.20 -2.20 -0.27 0.052
C 1.152009 2.185424 0.362918 0.04 0.39 0.40 -0.296
H -3.193008 -4.283251 5.255099 0.21 -0.04 0.07 0.097
H -3.438868 0.829797 -1.151108 -0.05 -0.21 -0.21 0.129
H 4.620913 2.835644 1.177543 1.13 -0.43 -2.17 0.065
O 1.243624 -0.366436 0.047821 2.45 1.56 4.99 -0.251
C -3.201846 -0.237581 -1.226491 -0.22 0.09 0.77 -0.211
C 1.746984 3.343677 1.406661 1.39 -1.51 -0.64 -0.187
H 2.805303 3.215707 -2.452213 -0.07 0.29 -0.12 -0.039
C -4.314649 -0.318420 -5.776684 -0.22 0.14 -0.42 -0.058
H -4.073192 -2.164119 -0.770024 0.10 0.15 0.12 0.076
H -2.287427 -0.406580 -0.651826 0.07 -0.02 -0.44 0.105
H 1.269098 3.870400 -1.470336 -0.32 0.36 0.73 -0.022
C 5.253070 1.021987 -0.227720 -1.41 0.09 0.44 -0.206
H -5.233169 -0.899200 -5.650492 0.04 0.22 0.04 0.096
C 4.565158 3.565592 -1.058682 2.75 -0.22 1.76 -0.412
O -3.402440 -0.617918 -4.723251 -0.17 0.33 0.81 -0.007
O -0.776637 -2.575496 2.778130 -0.40 -0.55 1.30 0.025
C -0.848651 -3.938636 0.762113 -0.28 -0.20 0.13 -0.058
C -2.442520 -3.608344 5.677211 -0.16 -0.20 0.41 -0.059
H 2.826272 5.097471 -1.578265 0.29 0.10 0.31 -0.030
H -0.377135 0.590912 1.215475 2.59 0.11 -0.51 0.136
H 6.350112 0.647534 -0.396552 -2.26 0.82 0.24 0.035
H -0.259225 -4.283416 -0.092629 -0.04 0.14 0.10 0.084
H 0.088754 2.548964 -0.003805 2.35 -0.44 -0.06 0.129

***

[4]
46
Properties=species:S:1:pos:R:3:forces:R:3:lowdin_charge:R:1 method="wB97M-V/def2-TZVPD" energy_ha=-949.90567 orbital_gap_ev=9.749 lumo_ev=-3.61 total_charge=+1
H 2.499929 1.857885 -1.778087 0.33 -0.12 -0.11 0.112
H 1.352977 -0.040504 -2.311563 -0.33 -0.15 -0.13 0.115
C -1.495431 -1.888441 -1.802922 -0.46 0.51 -0.19 -0.387
H -0.448002 -1.625837 -1.917924 0.20 -0.05 0.21 0.068
H 2.161581 -2.046931 -1.161258 0.07 -0.11 -0.19 0.096
H -2.028855 2.420905 -0.698515 0.21 -0.15 -0.27 0.099
H 4.126402 -1.650880 0.430083 0.18 -0.03 -0.03 0.111
H -1.242343 2.726077 2.124824 0.03 -0.04 0.26 0.112
H 1.517468 -0.972967 3.186242 0.01 -0.05 0.23 0.079
C 1.941413 1.449167 -0.942403 -0.76 0.35 -0.02 -0.180
C -1.004995 2.142782 1.239486 -0.36 0.52 -0.36 -0.189
H 3.432292 -0.994455 -1.678291 0.28 0.19 -0.01 0.114
S -1.507534 -3.330731 -0.694301 0.47 -0.81 -0.88 1.121
H -3.455866 0.819130 1.465180 -0.22 0.02 0.13 0.119
C -3.105308 0.911098 0.442770 0.84 -0.01 -0.28 -0.181
C -2.385169 -0.707793 -1.398227 0.17 -0.49 0.56 -0.222
H 0.245508 -1.630773 2.176028 -0.28 0.07 0.07 0.052
H 1.160315 -0.176469 1.694478 -0.37 0.21 -0.12 0.047
H 1.821379 -2.852134 0.898833 -0.03 0.00 -0.23 0.084
C 3.153482 -1.168823 0.472375 0.07 -0.59 -0.04 -0.208
H -0.132019 1.799564 -1.302508 -0.34 0.05 -0.04 0.080
C 2.629158 -1.076958 -0.954028 -0.58 0.13 -0.11 -0.193
H -3.953066 0.978350 -0.232728 -0.36 0.08 0.11 0.116
C 1.221343 -1.153383 2.160601 0.28 -0.15 -0.40 -0.088
H -2.788802 -1.186337 0.626641 -0.06 -0.13 0.18 0.089
H 1.096491 2.401750 1.297734 0.16 0.13 0.21 0.098
H 0.659770 -0.257802 -0.702565 -0.29 0.03 0.22 0.070
H -2.885720 2.997640 0.673472 -0.09 0.19 -0.08 0.112
H -1.837110 -2.286040 -2.751543 0.04 -0.28 -0.14 0.094
C 2.270604 -1.997519 1.410341 0.16 0.41 0.63 -0.241
C 0.285887 2.735112 0.652415 0.01 -0.86 -0.03 -0.175
H 0.259109 3.813918 0.747520 -0.09 0.22 -0.11 0.109
H 2.924957 -2.428400 2.161353 0.06 -0.27 0.09 0.103
C 0.665128 2.329359 -0.789470 0.66 0.10 0.19 -0.179
H -2.667690 -3.240540 -0.020758 0.23 0.35 0.37 0.002
H 3.321570 -0.201169 0.935885 0.05 0.24 -0.06 0.105
C -2.331060 -0.358298 0.084535 -0.23 -0.30 -0.25 -0.239
H -1.296212 -0.326966 0.408593 0.23 0.17 0.16 0.076
C 1.567198 -0.002231 -1.243455 0.74 -0.08 0.09 -0.221
H -2.065290 0.120781 -2.021583 -0.06 0.21 -0.14 0.128
H 0.830564 3.250729 -1.337126 -0.07 0.09 -0.26 0.107
H -0.557625 -3.038496 0.220857 -0.49 0.33 0.34 -0.022
H -3.411285 -0.972080 -1.635903 -0.19 0.17 -0.30 0.122
C -2.254272 2.180054 0.333866 -0.22 0.17 0.51 -0.189
H 2.570133 1.548206 -0.064140 0.09 -0.05 0.19 0.097
H -0.861001 1.130448 1.595188 0.31 -0.25 0.04 0.076